A structure of composition C27H68N9Na2O16Pb in a non-equilibrium geometry, computed with ωB97M-V/def2-TZVPD.

Geometry as XYZ:
```
123
Properties=species:S:1:pos:R:3
Na 22.561 22.599 17.274
Na 24.303 21.275 14.118
Pb 25.952 20.926 17.658
C 24.814 23.830 15.765
O 24.260 24.581 16.629
O 25.080 24.192 14.588
O 24.942 22.575 15.988
N 22.632 19.871 16.499
O 21.935 19.341 17.383
O 23.880 19.863 16.455
O 22.054 20.625 15.710
C 30.815 14.844 9.187
O 30.327 15.945 9.934
C 30.614 15.657 11.313
C 30.029 16.773 12.189
N 28.648 17.133 11.801
C 27.719 16.033 12.071
C 27.270 16.111 13.505
O 26.517 17.303 13.722
C 26.069 17.420 15.029
H 31.907 14.801 9.145
H 30.563 14.908 8.126
H 30.381 13.888 9.487
H 31.708 15.667 11.373
H 30.328 14.647 11.616
H 30.706 17.615 12.026
H 30.159 16.542 13.249
H 28.873 17.207 10.811
H 28.020 15.057 11.682
H 26.812 16.217 11.484
H 28.161 16.157 14.142
H 26.693 15.252 13.862
H 26.785 17.664 15.823
H 25.681 16.442 15.356
H 25.182 18.049 15.143
C 21.125 21.657 8.600
O 20.228 21.088 7.663
C 18.945 21.678 7.542
C 17.923 21.014 8.473
N 18.156 20.868 9.917
C 18.135 22.166 10.598
C 18.626 22.090 12.051
O 19.909 21.457 11.951
C 20.495 21.015 13.156
H 22.154 21.325 8.463
H 20.877 21.316 9.609
H 21.155 22.749 8.617
H 18.668 21.726 6.488
H 19.075 22.748 7.757
H 17.720 20.029 8.044
H 16.952 21.479 8.267
H 19.118 20.548 9.969
H 17.131 22.595 10.560
H 18.732 22.907 10.049
H 17.794 21.533 12.490
H 18.765 23.077 12.491
H 20.865 21.924 13.648
H 21.382 20.409 12.970
H 19.821 20.483 13.828
C 24.568 15.276 21.790
O 24.007 14.618 20.670
C 24.930 13.710 20.092
C 24.320 13.185 18.798
N 23.548 14.223 18.076
C 23.189 13.672 16.745
C 22.564 14.811 15.929
O 21.187 14.913 16.220
C 20.701 16.253 16.418
H 24.564 14.626 22.665
H 23.902 16.114 22.019
H 25.489 15.800 21.520
H 25.103 12.814 20.696
H 25.947 14.058 19.879
H 23.599 12.455 19.182
H 25.032 12.745 18.103
H 22.612 14.230 18.476
H 22.512 12.813 16.738
H 24.099 13.338 16.240
H 22.795 14.544 14.891
H 23.056 15.761 16.152
H 19.638 16.033 16.471
H 21.001 16.810 15.528
H 21.095 16.708 17.328
C 17.258 21.214 15.801
O 17.762 22.160 16.745
C 18.933 21.719 17.368
C 19.719 22.884 17.998
N 20.428 23.541 16.868
C 20.658 24.962 17.114
C 20.867 25.688 15.793
O 19.986 25.196 14.787
C 19.977 25.987 13.628
H 16.340 21.575 15.345
H 16.978 20.314 16.357
H 17.973 20.921 15.031
H 19.607 21.160 16.709
H 18.699 21.022 18.179
H 20.418 22.529 18.761
H 19.085 23.625 18.493
H 19.810 23.489 16.065
H 21.338 25.199 17.930
H 19.656 25.300 17.422
H 21.900 25.558 15.457
H 20.655 26.740 16.000
H 19.797 25.309 12.787
H 20.938 26.426 13.348
H 19.155 26.701 13.709
C 20.014 17.890 20.087
O 19.198 17.350 20.824
N 19.686 18.564 18.958
N 21.342 17.771 20.383
H 18.704 18.743 18.858
H 20.407 18.870 18.321
H 22.091 18.214 19.886
H 21.513 17.372 21.289
C 25.412 17.481 18.302
O 26.136 18.505 18.159
N 26.006 16.277 18.376
N 24.102 17.513 18.521
H 26.992 16.228 18.552
H 25.350 15.522 18.531
H 23.547 18.331 18.332
H 23.593 16.639 18.607
```

HOMO energy: -10.06 eV
Spin multiplicity: 1
Charge: +1
Orbital gap: 0.159 Eh

=====

The ion C11H19N2 with charge +1 in a non-equilibrium geometry, computed with ωB97M-V/def2-TZVPD.

Geometry as XYZ:
```
32
Properties=species:S:1:pos:R:3
C 2.095 -2.467 -1.572
C 0.863 -2.070 -2.107
C 2.625 -1.798 -0.507
C 0.173 -1.025 -1.613
C 1.801 -0.863 0.149
C 0.576 -0.451 -0.432
C 1.214 2.428 -0.761
C -2.719 0.991 1.062
C -1.580 -1.208 1.180
C -0.176 1.950 -0.416
C -0.296 0.605 0.277
N 0.080 0.747 2.059
N -1.738 0.119 0.397
H 2.797 -3.285 -1.860
H 0.340 -2.469 -2.964
H 3.555 -2.204 -0.210
H -0.711 -0.871 -2.247
H 2.184 -0.454 1.005
H 1.740 2.324 0.243
H 1.223 3.499 -1.171
H 1.522 1.806 -1.530
H -3.592 1.347 0.525
H -3.066 0.453 1.894
H -2.093 1.802 1.456
H -0.690 -1.899 0.889
H -1.358 -1.124 2.245
H -2.594 -1.792 1.044
H -0.770 1.796 -1.251
H -0.702 2.530 0.418
H 0.365 1.709 2.034
H 0.905 0.200 2.215
H -1.976 -0.325 -0.454
```

Structure (SMILES): CC[C@](N)(c1ccccc1)[NH+](C)C
Relative energy (zero: lowest compared OMol25 entry of this formula, charge and spin): 85.9 kcal/mol
HOMO energy: -12.90 eV
Spin multiplicity: 1
Charge: +1
Orbital gap: 0.379 Eh

=====

A cluster of 11 separate species, C32H91N5O14 in total in a non-equilibrium geometry, computed with ωB97M-V/def2-TZVPD.

Geometry as XYZ:
```
142
Properties=species:S:1:pos:R:3
C -3.725 -0.115 3.948
O -3.697 -0.916 5.135
H -4.560 0.568 4.102
H -2.858 0.528 3.796
H -3.939 -0.766 3.100
H -3.288 -0.357 5.800
C -1.627 5.799 0.268
O -2.951 6.279 0.533
H -1.246 5.156 1.061
H -1.551 5.094 -0.559
H -0.841 6.553 0.213
H -3.055 7.033 -0.051
C -4.961 4.017 -1.356
O -4.652 2.812 -0.639
H -5.750 3.796 -2.075
H -5.330 4.832 -0.733
H -4.008 4.271 -1.819
H -5.496 2.362 -0.551
C -0.374 -0.337 4.808
O -0.870 -1.431 5.521
H -0.260 -0.667 3.775
H -1.099 0.465 4.949
H 0.536 -0.151 5.378
H -1.658 -1.731 5.062
C 3.246 1.177 0.021
O 2.979 1.823 -1.215
H 3.820 0.287 -0.240
H 3.721 1.948 0.627
H 2.319 0.845 0.487
H 3.570 1.432 -1.863
C -0.045 4.028 -2.713
O 0.600 3.905 -3.954
H -0.887 3.336 -2.696
H 0.627 3.697 -1.922
H -0.429 5.043 -2.607
H 1.104 3.089 -3.918
C -7.722 -6.201 -5.406
O -7.335 -4.895 -5.837
C -8.254 -3.909 -5.312
C -8.355 -3.832 -3.754
N -7.160 -3.222 -3.214
C -7.183 -3.138 -1.747
C -5.997 -2.594 -1.033
O -4.956 -3.581 -0.980
C -3.804 -3.183 -0.376
H -7.155 -6.911 -6.008
H -8.774 -6.434 -5.571
H -7.219 -6.375 -4.455
H -9.162 -4.053 -5.899
H -7.792 -2.980 -5.647
H -8.578 -4.833 -3.386
H -9.250 -3.347 -3.363
H -6.316 -3.545 -3.665
H -7.365 -4.155 -1.398
H -8.016 -2.499 -1.453
H -6.229 -2.375 0.009
H -5.607 -1.726 -1.566
H -3.928 -2.927 0.676
H -3.318 -2.295 -0.780
H -3.020 -3.916 -0.565
C 5.800 6.604 5.624
O 4.924 6.162 6.721
C 5.244 4.818 7.176
C 4.630 3.730 6.391
N 3.245 3.527 6.805
C 2.486 2.655 5.919
C 2.116 3.256 4.443
O 0.946 4.062 4.485
C 1.161 5.300 5.120
H 6.853 6.848 5.762
H 5.457 7.479 5.071
H 5.801 5.838 4.849
H 5.027 4.893 8.242
H 6.323 4.756 7.039
H 5.052 2.727 6.461
H 4.579 4.065 5.354
H 2.769 4.418 6.797
H 1.636 2.468 6.576
H 2.961 1.684 5.774
H 1.952 2.422 3.760
H 2.892 3.862 3.976
H 2.072 5.824 4.829
H 1.259 5.110 6.189
H 0.341 5.935 4.782
C 8.306 -6.890 0.470
O 6.886 -6.766 0.420
C 6.093 -7.618 1.228
C 4.625 -7.502 0.651
N 4.379 -6.076 0.709
C 3.011 -5.804 0.136
C 2.530 -4.426 0.526
O 1.289 -4.104 -0.042
C 0.836 -2.826 0.339
H 8.801 -6.332 -0.325
H 8.547 -7.949 0.371
H 8.686 -6.488 1.409
H 6.043 -7.188 2.229
H 6.561 -8.577 1.447
H 3.875 -8.038 1.233
H 4.541 -7.806 -0.392
H 5.115 -5.535 0.280
H 2.191 -6.429 0.490
H 2.995 -5.989 -0.938
H 3.244 -3.718 0.106
H 2.533 -4.220 1.597
H 0.822 -2.652 1.415
H -0.169 -2.658 -0.048
H 1.444 -1.954 0.097
C 3.550 1.570 -8.684
C 3.489 1.148 -7.184
C 2.057 1.111 -6.467
O 2.317 1.269 -5.078
C 1.271 0.868 -4.171
N 3.874 -0.232 -7.327
H 3.148 2.568 -8.862
H 2.892 0.983 -9.325
H 4.526 1.719 -9.146
H 4.211 1.699 -6.581
H 1.447 0.220 -6.614
H 1.563 2.020 -6.812
H 0.282 1.166 -4.518
H 1.534 1.222 -3.174
H 1.095 -0.203 -4.071
H 3.389 -0.625 -8.121
H 3.727 -0.767 -6.482
C -0.247 2.409 0.769
C -1.622 1.942 0.537
C -1.634 0.391 0.676
O -0.984 -0.384 -0.301
C -1.485 -0.194 -1.630
N -2.472 2.669 1.448
H 0.327 2.004 1.602
H -0.051 3.473 0.642
H 0.455 2.009 0.037
H -1.829 2.340 -0.456
H -2.683 0.138 0.825
H -1.189 0.089 1.625
H -2.570 -0.280 -1.583
H -1.065 -0.934 -2.311
H -1.075 0.707 -2.086
H -3.434 2.573 1.153
H -2.391 3.637 1.173
```

Structure (SMILES): COC[C@H](C)N.COC[C@H](C)N.COCCNCCOC.COCCNCCOC.COCCNCCOC.CO.CO.CO.CO.CO.CO
Relative energy (zero: lowest compared OMol25 entry of this formula, charge and spin): 64.1 kcal/mol
HOMO energy: -8.57 eV
Spin multiplicity: 1
Charge: 0
Orbital gap: 0.327 Eh